(1)
ORCA calculation (ωB97M-V with the def2-TZVPD basis set) on a structure of composition C7H12O in a non-equilibrium geometry.

Cartesian coordinates (Å):
C 1.07215 -1.89159 -0.55616
C -0.53070 -0.25778 -0.17576
C -0.75583 -0.16533 1.41533
C 0.07426 1.18878 1.34525
C 0.28082 1.75709 0.15261
C -0.73956 1.01457 -0.76201
C -1.02198 -0.31355 -1.55423
H 1.70132 -1.81640 -2.25700
H 2.27411 -1.97688 0.04531
H 0.01921 -2.96613 -0.25998
H -0.26240 -1.18704 1.57833
H -1.74024 -0.20944 2.00875
H -0.27942 2.02540 2.15411
H 1.14082 0.81343 1.73858
H 1.38395 1.48156 -0.16525
H 0.32000 2.89297 0.17384
H -1.63459 1.37094 -0.41165
H -0.16167 -0.76414 -2.27711
H -1.98646 -0.37765 -1.91052
O 0.84620 -0.61880 -0.28244

Force components x, y, z for each atom (eV/Å):
C 4.1821 -2.6402 -0.3808
C -2.1716 -2.6706 1.3959
C -0.1524 -1.7530 -2.0631
C 1.1985 -2.3498 12.7961
C 4.5450 4.0776 -9.0340
C 1.7449 1.1486 -0.8893
C 4.2477 0.2068 -1.9461
H -1.5942 -0.7370 3.1490
H -3.8154 -0.9695 -1.9824
H 3.2474 3.4560 -1.0016
H -0.0030 1.9255 1.2613
H 1.1894 0.4875 -1.6583
H 0.5550 -2.3439 -1.5210
H -2.2650 1.1334 -0.1434
H -2.2361 0.8389 -0.0120
H -0.6159 -1.3534 -0.3604
H -2.5856 0.6472 0.4619
H -2.4634 1.1292 1.5549
H -1.9683 -0.2403 -0.4005
O -1.0390 0.0071 0.7736

## Properties
E: -348.71482 Eh
energy above the lowest of the compared OMol25 structures with the same formula, charge and spin: 1139.01 kJ/mol
LUMO level: 0.131 eV
HOMO: -8.929 eV
HOMO-LUMO gap: 9.060 eV

Atomic partial charges in e from the Mulliken method, atoms 1 to 2: C -0.70; C 0.45

(2)
ORCA calculation (ωB97M-V with the def2-TZVPD basis set) on an isolated molecule of C3H5NO2.

Cartesian coordinates (Å):
O -1.53646 -1.08315 0.17481
C 0.15552 -0.77259 0.19061
C 0.62747 -0.00471 -1.05101
N 0.92038 1.09610 -0.12922
C 0.21097 0.53005 0.90572
O -0.27250 0.95194 1.94028
H -1.85092 -0.54079 0.93235
H -1.09779 -1.87524 0.56402
H 1.49471 -0.45493 -1.54514
H -0.15141 0.23272 -1.78429
H 1.50003 1.92061 -0.19813

Force components x, y, z for each atom (eV/Å):
O 0.2582 -0.0229 0.2234
C 0.1234 0.1186 0.0008
C 0.0611 -0.0521 -0.2978
N 0.0670 0.2455 0.1059
C -0.1081 0.1629 0.2672
O 0.1689 -0.0933 -0.4244
H 0.0992 -0.1328 -0.1486
H -0.5888 -0.2253 0.0738
H -0.1248 0.1324 0.0451
H 0.0857 -0.0307 0.1205
H -0.0417 -0.1024 0.0341

## Properties
E: -322.40402 Eh
energy above the lowest of the compared OMol25 structures with the same formula, charge and spin: 447.15 kJ/mol
LUMO level: 0.560 eV
HOMO: -8.630 eV
HOMO-LUMO gap: 9.190 eV

Atomic partial charges in e from the Mulliken method, atoms 1 to 2: O -0.41; C -0.43

(3)
ORCA calculation (ωB97M-V with the def2-TZVPD basis set) on a structure of composition C30H47FP2Sc in a non-equilibrium geometry.

Cartesian coordinates (Å):
Sc 1.06109 -0.72680 -1.33255
C 1.22730 1.19931 0.45511
C 0.55681 0.05120 0.95507
C 2.66690 -0.60167 0.24546
C 2.49794 0.79809 -0.03140
C 1.45188 -1.05527 0.89658
C 0.69078 2.58545 0.52035
H -0.25105 2.57053 1.07374
H 0.47289 2.97344 -0.47919
H 1.34955 3.29455 1.03212
C 3.48894 1.71997 -0.66326
H 2.97749 2.59424 -1.09459
H 4.02740 1.20643 -1.47133
H 4.24487 2.12165 0.03436
C 3.80444 -1.45524 -0.17816
H 4.74022 -0.88788 -0.11994
H 3.70935 -1.81119 -1.22191
H 3.88705 -2.32843 0.47766
C 1.08587 -2.39130 1.44810
H 1.05866 -2.36484 2.54839
H 1.77242 -3.18916 1.12952
H 0.06074 -2.65557 1.14475
C -0.74590 0.02996 1.67245
H -0.63177 -0.03303 2.76934
H -1.31473 -0.85872 1.37938
H -1.33640 0.91782 1.45334
C -3.84776 0.26806 -1.33287
C -4.22278 0.77376 -0.16617
C -4.76635 0.06160 1.04459
C -5.07553 -1.46628 0.92601
C -3.93313 -2.33562 1.32058
C -2.93910 -2.65120 0.47491
C -2.46199 -1.80826 -0.68333
C -3.57096 -1.18816 -1.56456
H -5.71260 0.56538 1.29824
H -5.44889 -1.67785 -0.07872
H -4.11834 0.26093 1.91594
H -4.47050 -1.79051 -1.41875
H -3.86857 0.88538 -2.23691
H -4.25066 1.86293 -0.04308
H -3.30860 -1.28600 -2.63154
H -1.80820 -0.96854 -0.37917
H -2.28485 -3.50652 0.66592
H -1.81486 -2.45974 -1.30439
H -5.92841 -1.74325 1.56859
H -3.93555 -2.74329 2.33436
P -3.48032 -3.77458 -2.94900
P -1.10196 -5.53309 -2.07544
C -3.67124 -5.59998 -3.26251
C -2.31010 -6.29201 -3.30243
H -4.20570 -5.72731 -4.21944
H -4.30833 -6.02386 -2.46037
H -2.44889 -7.35649 -3.04237
H -1.86326 -6.23932 -4.31132
C 0.02858 -6.98682 -2.26458
H 0.74701 -7.00609 -1.43767
H 0.56602 -6.87695 -3.21559
H -0.56132 -7.91784 -2.27634
C -2.04568 -6.21756 -0.62248
H -2.48923 -7.18284 -0.90049
H -2.83966 -5.53353 -0.30656
H -1.35474 -6.36474 0.21363
C -3.30340 -3.27486 -4.71637
H -3.18876 -2.18542 -4.77612
H -4.19921 -3.58029 -5.27293
H -2.41593 -3.75436 -5.14957
C -5.32670 -3.61972 -2.75181
H -5.70967 -4.49492 -2.20572
H -5.76499 -3.59141 -3.75667
H -5.66180 -2.73656 -2.20093
F 1.46711 4.17803 -4.46685
C 1.05098 3.00082 -3.88347
C -0.08596 3.03238 -3.09486
C -0.48285 1.84676 -2.44156
C 0.23297 0.67929 -2.68908
C 1.39823 0.64115 -3.46932
C 1.83658 1.87586 -4.05961
H -0.67345 3.94274 -3.01180
H -1.30651 1.86691 -1.72420
H 1.93151 -0.30352 -3.68823
H 2.74213 1.93971 -4.66272

Force components x, y, z for each atom (eV/Å):
Sc -0.6422 0.5664 -0.3422
C -0.0196 -0.6349 -0.3316
C 0.8591 0.1263 0.3815
C -1.0908 0.4855 1.1341
C -0.1765 -0.5471 0.2593
C 0.6671 0.6680 -0.3130
C -0.4267 0.2493 -0.1661
H 0.1037 0.1648 -0.0930
H 0.1523 0.1018 0.2284
H 0.0931 -0.2642 -0.1098
C 0.2522 0.3102 -0.4224
H 0.1642 -0.3288 0.0376
H -0.0129 0.2459 0.1348
H -0.3382 -0.3529 -0.0677
C 0.3847 -0.1249 0.1326
H -0.1212 -0.2121 -0.1251
H 0.1342 -0.1012 0.0504
H 0.0625 0.0894 -0.2721
C -0.0647 -0.5191 0.0359
H 0.1565 -0.0412 -0.2775
H -0.2357 0.1806 0.1626
H 0.2456 -0.1473 0.0357
C -0.3755 -0.3490 0.3078
H 0.2041 0.1024 -0.3886
H -0.0550 0.3179 0.3318
H -0.1367 -0.1279 -0.0409
C -0.3940 -0.2239 -0.1769
C -0.3210 0.6643 0.3704
C -0.1180 -0.3336 0.5462
C -0.5459 1.1022 0.6240
C 0.6035 -0.7185 -0.8033
C 0.7318 0.4716 0.6509
C 0.0946 -0.1532 -1.1266
C 0.0063 -0.1170 -0.6578
H 0.2456 -0.0009 -0.1864
H 0.1452 0.0004 0.3816
H -0.1465 -0.1906 -0.1463
H 0.6078 0.4210 -0.3027
H 0.6178 0.1577 0.4891
H -0.2802 -0.2518 -0.2991
H 0.0477 -0.0311 0.4428
H -0.3080 -0.2361 0.3241
H 0.0424 0.4002 0.5380
H -0.3946 0.1777 0.0563
H 0.3361 0.4354 -0.0071
H -0.2811 -0.4383 -0.4618
P -1.2782 -1.3695 -0.3161
P -0.5528 -1.7058 -0.1402
C 0.1732 -0.0356 -0.1530
C -0.0697 0.3218 -0.3927
H 0.0237 -0.1027 0.3775
H 0.4544 0.2185 -0.3817
H 0.3271 0.3792 -0.1830
H -0.1721 -0.0321 0.3236
C 0.2898 0.1836 0.1612
H 0.0088 -0.1302 -0.2212
H -0.0173 -0.1695 0.2494
H 0.3759 0.2981 0.0520
C 0.2144 0.3671 0.1679
H 0.1454 0.2112 0.1448
H 0.0815 -0.1208 -0.0178
H -0.1585 0.0188 -0.0040
C -0.0110 0.2480 0.0770
H 0.0114 -0.2098 -0.1836
H 0.2918 0.0872 -0.0038
H -0.1739 0.1608 0.0837
C -0.2831 0.3009 -0.0097
H 0.1489 0.3000 -0.2395
H -0.1787 -0.0907 0.2797
H -0.0482 -0.1728 -0.3306
F -0.4285 -1.2075 0.5262
C 0.7554 0.7563 -0.3525
C -0.8566 -0.7452 0.3508
C 0.6103 1.1368 -1.1195
C 0.0419 -1.1699 1.2247
C -0.3929 2.2092 -0.3812
C 0.0097 -1.2418 0.0057
H 0.2765 -0.0021 0.0809
H 0.1231 -0.0669 -0.3686
H 0.0580 0.3664 0.0787
H -0.2727 0.0160 0.0772

## Properties
E: -2714.26956 Eh
energy above the lowest of the compared OMol25 structures with the same formula, charge and spin: 167.74 kJ/mol
LUMO level: -3.872 eV
total charge: +1
HOMO: -10.389 eV
HOMO-LUMO gap: 6.517 eV

Atomic partial charges in e from the Mulliken method, atoms 1 to 2: Sc 0.05; C 0.73